(1)
Here is a structure of composition C31H30N6OS2SiW at a distorted geometry from OMol25. Energies are from wB97M-V/def2-TZVPD.

XYZ file:
```
72
Properties=species:S:1:pos:R:3:forces:R:3
W -0.469 0.711 1.137 0.4754 -0.0055 2.6680
C 3.421 -1.850 3.930 -0.2831 0.0733 -0.0116
S 1.865 -2.726 3.642 0.1332 -0.0779 -0.0269
C 0.926 -1.600 2.747 0.0247 0.6460 -0.2170
S 1.522 0.033 2.378 -0.3872 -0.2401 -0.0256
N -0.252 -2.020 2.400 -0.0466 -0.6682 0.1975
N -1.024 -1.128 1.740 -0.8277 -1.0530 0.0574
C -2.261 -1.512 1.469 0.9547 -0.2698 0.3612
C -3.117 -0.507 0.953 -0.4138 0.7200 -0.4816
C -4.462 -0.712 0.618 0.4223 -0.3138 0.1969
C -5.233 0.350 0.218 0.0200 0.3932 -0.0842
C -4.658 1.628 0.157 -0.2464 -0.2729 -0.0640
C -3.332 1.772 0.455 0.3460 0.0803 0.0517
N -2.544 0.738 0.834 -0.9986 -0.5045 -0.1539
H 4.129 -2.607 4.257 -0.0010 -0.0285 -0.0282
H 3.293 -1.108 4.714 0.0600 0.0260 -0.0191
H 3.764 -1.387 3.009 0.1306 -0.0498 0.0002
H -2.575 -2.520 1.701 -0.0310 0.0011 0.0375
H -4.861 -1.715 0.688 -0.0595 0.0288 0.0069
H -6.271 0.211 -0.052 -0.0046 -0.0357 0.0354
H -5.242 2.487 -0.139 0.0255 0.0145 -0.0043
H -2.845 2.734 0.391 -0.0072 0.0229 -0.0014
O 0.160 0.161 -0.429 0.2640 0.0366 -1.7733
Si 0.913 -0.586 -1.748 0.2438 -0.4508 -0.2911
C 2.434 0.463 -2.043 -0.2947 -0.2290 0.0121
C 3.267 0.194 -3.132 -0.0891 0.0092 0.0515
C 4.438 0.910 -3.324 -0.0001 -0.1032 -0.0936
C 4.802 1.897 -2.421 0.0174 0.0323 0.0282
C 3.991 2.174 -1.330 0.0580 0.0599 0.0228
C 2.814 1.464 -1.145 -0.0450 -0.1099 -0.1545
C 1.338 -2.294 -1.111 -0.0991 0.3475 -0.4258
C 0.495 -3.374 -1.381 -0.0389 0.0490 0.0616
C 0.798 -4.642 -0.908 -0.0583 -0.0588 -0.0053
C 1.955 -4.846 -0.170 -0.0057 0.0019 0.0048
C 2.813 -3.785 0.085 0.0608 0.0266 0.1122
C 2.507 -2.515 -0.378 0.0331 0.0333 -0.0642
C -0.454 -0.603 -3.034 0.2363 0.0425 0.2631
C -0.263 -1.161 -4.300 0.0663 0.0330 0.1270
C -1.300 -1.208 -5.218 0.0769 -0.0548 -0.0948
C -2.548 -0.705 -4.886 -0.0846 0.0313 0.0154
C -2.759 -0.147 -3.633 -0.0189 0.0017 0.0049
C -1.719 -0.096 -2.718 0.1475 -0.0726 -0.1716
H 2.997 -0.587 -3.835 0.0710 0.0132 -0.0346
H 5.068 0.686 -4.175 0.0164 0.0359 0.0159
H 5.723 2.447 -2.564 -0.0055 0.0038 -0.0030
H 4.289 2.936 -0.621 -0.0241 -0.0011 0.0001
H 2.182 1.675 -0.293 0.0556 0.0721 0.1025
H -0.399 -3.222 -1.977 0.0060 -0.0334 0.0005
H 0.143 -5.474 -1.131 0.0073 0.0010 0.0165
H 2.198 -5.836 0.195 0.0049 0.0010 -0.0224
H 3.730 -3.952 0.636 -0.0028 -0.0099 0.0088
H 3.194 -1.694 -0.200 0.0123 -0.0222 0.0121
H 0.708 -1.565 -4.566 -0.0311 -0.0396 -0.0759
H -1.135 -1.641 -6.196 0.0010 0.0000 0.0099
H -3.358 -0.746 -5.602 0.0163 -0.0073 -0.0081
H -3.734 0.249 -3.375 0.0077 0.0072 -0.0111
H -1.884 0.352 -1.749 -0.1074 0.0565 0.1001
C -0.066 5.216 0.140 0.0379 0.5249 -0.2746
C -0.157 3.821 0.463 0.0760 -0.2139 0.1394
N -0.220 2.705 0.732 0.3430 1.4491 -0.6093
H -0.961 5.748 0.465 0.0043 -0.0743 0.0482
H 0.035 5.331 -0.941 0.0128 -0.0488 0.0323
H 0.809 5.660 0.618 -0.0071 -0.0722 0.0301
N -0.959 2.458 5.097 0.0632 0.0676 0.0312
C -2.160 1.801 5.068 -0.2196 -0.1385 -0.1107
C -2.234 1.222 3.842 0.0252 0.0390 0.0816
N -1.087 1.520 3.127 -0.1542 0.3013 0.4331
C -0.341 2.270 3.927 -0.0909 -0.0783 -0.1558
H -0.597 2.985 5.876 0.0486 0.0157 0.0025
H -2.850 1.795 5.893 0.0554 0.0257 0.0224
H -3.024 0.614 3.439 0.0007 -0.0021 0.0126
H 0.636 2.653 3.686 0.0221 0.0154 0.0808
```
Forces are in eV/Å.

Results
**HOMO level (spin up / spin down)**: -0.4763 / -0.4925 Eh
**Total energy**: -74985.485 eV
**Orbital gap (spin up / spin down)**: 6.039 / 6.211 eV
**2S+1**: 3
**Net charge**: +2
**⟨S²⟩**: 2.0415

---

(2)
Here is a cluster of 3 separate species, C34H58N3O6P in total at a distorted geometry from OMol25. Energies are from wB97M-V/def2-TZVPD.

XYZ file:
```
102
Properties=species:S:1:pos:R:3:forces:R:3
C -4.738 5.632 -0.360 0.4242 -0.2016 0.5603
C -3.287 6.035 -0.047 -0.2562 0.4248 -0.3314
C -2.277 5.726 -1.160 -0.2260 0.1741 0.0921
C -2.475 4.373 -1.862 0.2130 -0.0975 0.4762
C -1.172 3.584 -2.093 -0.0472 0.4275 0.0847
C -0.637 3.694 -3.512 -0.2328 -0.1504 -0.4438
C -1.360 2.837 -4.585 -0.1588 0.5578 0.4806
C -2.044 1.571 -4.082 0.4673 -0.0997 -0.4361
C -1.130 0.498 -3.453 -0.3771 0.2065 -0.0415
C 0.286 0.414 -4.027 -0.1603 -0.3539 -0.0880
C 0.833 -1.017 -4.144 0.7113 0.2485 0.3350
C 1.700 -1.496 -2.934 -0.8239 -0.2541 -0.0902
C 1.484 -0.720 -1.657 0.2863 0.2251 0.3993
C 2.440 0.290 -1.302 -0.5674 0.3897 0.6793
C 3.648 0.462 -2.183 0.0118 0.0626 0.4978
C 4.603 -0.705 -2.077 0.1941 -0.1403 -0.3305
N 5.631 -0.871 -2.789 0.1354 -0.0033 -0.0662
C 2.252 1.060 -0.155 0.1851 -0.3578 -0.5215
C 3.213 2.150 0.232 0.2902 0.1481 -0.0335
O 4.430 1.671 0.784 -0.0785 0.0286 -0.1627
C 4.498 1.717 2.196 0.3834 -0.3901 0.4855
C 3.811 0.536 2.899 -0.2121 0.5337 -0.0644
C 1.127 0.821 0.682 0.0087 0.1879 0.0652
N 0.949 1.572 1.804 -0.1584 -0.0189 -0.0306
C -0.103 1.302 2.528 0.6027 0.1914 -0.1212
C -1.010 0.287 2.178 -0.8297 -0.3480 0.0827
P -2.425 -0.059 3.268 0.1050 -0.2466 0.2110
O -2.065 -0.659 4.569 0.0434 -0.0140 0.1661
N -0.882 -0.457 1.111 0.3173 0.4031 0.0297
C 0.209 -0.184 0.344 -0.0207 -0.4008 -0.3276
C 0.403 -0.949 -0.834 0.1238 -0.2418 -0.4844
C -0.634 -2.001 -1.123 -0.1285 0.4097 0.1009
O -0.490 -3.048 -0.165 0.6426 -0.0504 0.1812
O -0.429 -4.317 -0.780 -0.7093 -0.6951 -0.4245
H -4.949 4.663 0.085 -0.1283 -0.2088 -0.1595
H -5.425 6.330 0.107 -0.1863 0.1313 -0.1189
H -4.925 5.566 -1.426 -0.1328 0.1360 -0.1626
H -3.272 7.114 0.103 0.1076 0.1236 0.0882
H -2.976 5.613 0.905 0.0498 -0.2575 0.0740
H -2.342 6.538 -1.883 0.0090 0.0251 -0.2056
H -1.280 5.808 -0.731 0.1962 -0.1273 0.0053
H -3.125 3.758 -1.242 -0.1634 -0.0524 0.0562
H -3.015 4.544 -2.792 -0.0082 -0.1886 -0.1906
H -0.416 4.000 -1.428 0.1113 -0.0160 0.1626
H -1.317 2.560 -1.764 0.1030 -0.1940 -0.1615
H -0.761 4.736 -3.808 0.1733 0.1727 -0.0551
H 0.434 3.508 -3.563 0.1241 -0.1967 0.2126
H -0.657 2.638 -5.388 0.0520 -0.1515 -0.1420
H -2.136 3.457 -5.034 -0.1339 0.0126 -0.0973
H -2.828 1.872 -3.392 -0.1056 -0.1385 0.2254
H -2.553 1.119 -4.933 -0.0875 -0.0091 -0.1169
H -1.609 -0.464 -3.614 -0.1419 -0.1844 0.0397
H -1.126 0.647 -2.376 0.2777 -0.0793 0.1441
H 0.971 1.020 -3.437 0.0828 0.1318 0.0626
H 0.308 0.843 -5.024 -0.1432 0.0686 -0.1876
H 0.051 -1.746 -4.337 -0.3034 0.0870 0.0006
H 1.484 -1.045 -5.015 0.0472 -0.1273 -0.1431
H 1.461 -2.537 -2.727 0.0545 -0.1736 -0.0704
H 2.733 -1.498 -3.247 0.2019 0.0667 0.1509
H 4.226 1.322 -1.877 0.0645 0.3207 0.1062
H 3.366 0.631 -3.221 -0.0402 -0.1054 -0.1367
H 4.399 -1.473 -1.336 -0.1550 -0.0075 0.2324
H 5.736 -0.100 -3.452 0.0492 0.0043 -0.0681
H 2.746 2.854 0.914 -0.1658 -0.0106 0.1370
H 3.488 2.715 -0.652 0.0272 0.1327 -0.2515
H 4.109 2.663 2.573 -0.1656 0.1629 -0.1220
H 5.558 1.711 2.439 0.1613 0.0060 -0.1288
H 3.003 0.910 3.519 -0.2405 -0.1409 0.0259
H 3.398 -0.116 2.135 -0.0252 -0.2770 0.0689
H 4.470 -0.022 3.555 0.2143 -0.1436 -0.0929
H -0.255 1.878 3.430 -0.0142 0.1018 0.1179
H -3.273 -0.851 2.472 0.0386 0.1848 -0.1883
H -3.073 1.191 3.367 -0.0505 -0.0323 -0.1447
H -1.620 -1.561 -0.996 -0.2200 -0.0544 -0.0280
H -0.567 -2.378 -2.133 0.0766 -0.2461 -0.1618
H 0.403 -4.402 -1.269 0.2972 0.5286 0.3201
C 1.742 -3.592 2.776 -0.1053 -0.0944 -0.1647
C 2.446 -4.697 3.556 -0.0731 -0.0004 0.0751
C 3.311 -3.885 4.512 0.0670 0.0767 -0.0639
O 2.601 -2.673 4.771 0.0231 0.0266 -0.0743
C 1.508 -2.549 3.853 0.0452 0.0340 0.1617
H 0.814 -3.906 2.300 0.0327 -0.0104 -0.0447
H 2.404 -3.198 1.999 -0.0054 0.0259 0.0140
H 1.714 -5.287 4.112 0.0136 0.0051 0.0113
H 3.027 -5.377 2.934 0.0192 0.0183 -0.0152
H 4.275 -3.634 4.055 0.0156 -0.0613 -0.0005
H 3.501 -4.397 5.457 -0.0102 0.0370 0.0312
H 0.582 -2.720 4.410 -0.0946 0.0074 -0.1519
H 1.487 -1.536 3.444 0.0368 0.0524 0.1234
C -2.210 -4.229 2.416 -0.1228 0.0121 -0.0837
C -3.349 -4.028 3.413 0.0226 -0.0349 0.0801
C -4.552 -3.916 2.486 0.0553 0.0041 -0.0579
O -4.264 -4.726 1.346 0.0225 0.0507 0.0267
C -2.882 -5.101 1.357 0.0372 -0.0193 0.1369
H -1.327 -4.701 2.846 -0.0180 -0.0131 0.0324
H -1.907 -3.271 1.987 0.0232 -0.0217 -0.0542
H -3.450 -4.908 4.053 -0.0107 0.0069 0.0000
H -3.221 -3.155 4.053 0.0219 0.0068 -0.0015
H -4.701 -2.882 2.151 -0.0203 0.0185 0.0431
H -5.478 -4.264 2.947 -0.0264 -0.0003 -0.0407
H -2.812 -6.162 1.621 0.0421 0.0067 0.0173
H -2.461 -4.966 0.363 -0.0579 0.0379 -0.0257
```
Forces are in eV/Å.

Results
**HOMO level**: -0.3357 Eh
**Total energy**: -62238.342 eV
**Orbital gap**: 8.129 eV

---

(3)
Here is a cluster of 10 separate species, C17H53N16O11 in total at a distorted geometry from OMol25. Energies are from wB97M-V/def2-TZVPD.

XYZ file:
```
97
Properties=species:S:1:pos:R:3:forces:R:3
C 0.311 -0.238 -0.101 0.6229 -0.2304 -1.0641
C -1.010 -0.424 0.623 0.5577 -0.4592 0.1383
O -1.695 0.604 0.856 -0.1930 0.1221 -0.1693
O -1.321 -1.591 0.962 -0.2057 0.0843 0.0278
H 0.360 -0.836 -1.019 -0.5254 -0.0363 -0.0513
H 1.197 -0.644 0.393 -0.2860 0.1886 0.6287
H 0.505 0.785 -0.415 -0.0746 0.0940 0.2756
C 1.582 7.908 -0.151 0.8227 -0.5943 -0.1862
C 2.238 6.740 -0.883 -1.0283 -0.7964 -0.9023
C 1.686 5.405 -0.385 1.2102 -0.2706 0.6168
O 2.355 4.328 -1.049 0.1508 0.2364 -0.0945
C 2.095 3.116 -0.381 -0.1627 -0.4138 0.2109
N 1.898 6.851 -2.326 -0.3020 -0.2408 0.2735
H 0.503 7.751 -0.139 -0.0097 0.0411 0.3870
H 1.774 8.838 -0.684 0.1514 0.0342 0.0743
H 2.048 7.929 0.835 -0.5428 0.3648 0.2277
H 3.317 6.670 -0.727 0.0309 0.4028 -0.2356
H 0.606 5.321 -0.543 -0.0954 0.0802 0.2339
H 1.986 5.277 0.663 -0.6579 0.2559 0.2662
H 2.668 2.287 -0.796 -0.1096 0.2161 -0.5950
H 1.019 2.917 -0.432 -0.0060 -0.2557 0.0752
H 2.406 3.092 0.670 -0.0839 0.5184 0.0967
H 0.902 7.076 -2.310 0.0999 0.3688 -0.2268
H 1.857 5.899 -2.689 0.5341 0.0741 -0.1826
C 1.672 -4.227 -0.501 0.5098 0.8594 0.4294
C 2.604 -3.362 -1.384 -0.2626 -1.8945 0.8427
C 3.614 -2.507 -0.605 -0.9015 0.9616 -0.2057
O 4.344 -1.737 -1.557 -0.4579 0.0540 0.7473
C 4.810 -0.517 -1.018 0.5367 0.2520 0.0560
N 3.242 -4.231 -2.365 0.7784 0.8000 -0.5980
H 1.423 -3.612 0.369 -0.3674 -0.2757 0.1056
H 2.101 -5.163 -0.143 0.2455 0.0753 -0.0648
H 0.761 -4.465 -1.044 0.0120 -0.0260 0.0019
H 1.870 -2.748 -1.911 0.6160 0.6092 -0.1449
H 4.322 -2.963 0.094 -0.1498 -0.7724 -0.2289
H 3.013 -1.833 0.024 0.0723 0.1516 -0.0102
H 5.102 0.056 -1.896 0.1148 0.3429 0.2606
H 5.649 -0.612 -0.317 0.3196 -0.4550 -0.3818
H 4.116 0.043 -0.378 -0.6561 -0.1532 -0.5471
H 3.871 -4.887 -1.908 -0.2813 -0.1004 0.2692
H 3.899 -3.594 -2.824 -0.1456 -0.3804 -0.4692
C -2.839 3.943 0.230 0.2812 1.6873 -0.6724
O -3.334 5.067 0.086 -0.0867 -0.8481 0.3654
N -2.008 3.450 -0.741 0.0431 -0.6153 0.0731
N -2.955 3.168 1.321 -0.3209 -0.3131 0.5085
H -1.783 4.055 -1.505 -0.0216 -0.0397 -0.0854
H -1.637 2.516 -0.668 0.1633 0.0965 -0.0728
H -3.684 3.373 1.981 0.0662 0.1190 -0.0099
H -2.491 2.275 1.382 -0.1487 0.0127 -0.1261
C -3.241 -4.755 -0.339 -0.2460 -0.0556 0.4047
O -3.888 -4.689 0.708 0.5897 0.1747 -0.3665
N -2.062 -4.113 -0.550 0.0052 0.1032 0.6509
N -3.665 -5.520 -1.379 0.0313 -0.0769 -0.1676
H -1.589 -4.069 -1.432 -0.1039 -0.0794 -0.1584
H -1.761 -3.470 0.166 0.0761 0.2986 -0.2432
H -3.192 -5.475 -2.261 -0.2159 -0.2295 -0.1378
H -4.512 -6.038 -1.241 -0.0202 0.0230 -0.2180
C -2.680 0.447 4.498 -0.2459 0.3594 -0.3971
O -2.854 0.635 5.694 0.0961 -0.4013 -0.3271
N -1.919 1.255 3.711 0.2942 0.1090 0.0196
N -3.303 -0.538 3.765 -0.4866 -0.7350 1.0363
H -1.692 0.934 2.781 0.1092 0.2893 -0.0977
H -1.433 2.021 4.140 0.0066 -0.0497 -0.0325
H -3.176 -0.737 2.787 0.4438 0.3175 -0.0282
H -3.599 -1.317 4.333 -0.1714 0.0787 -0.1538
C -4.394 -0.526 -1.669 -1.1850 -0.2767 -1.8101
O -5.123 -0.708 -2.659 0.3810 0.1777 0.6634
N -4.123 -1.512 -0.792 0.4498 0.3863 0.4951
N -3.775 0.658 -1.452 1.0481 0.4577 0.6738
H -3.476 -1.330 -0.039 -0.0570 -0.4169 0.1395
H -4.526 -2.418 -0.928 0.0005 -0.0411 0.0168
H -4.034 1.526 -1.879 -0.3788 -0.2644 -0.3724
H -3.127 0.747 -0.684 -0.0808 -0.0176 0.2803
C -1.532 -1.183 -5.193 0.5618 0.1730 -1.4912
O -1.001 -1.551 -6.245 -0.4665 0.2696 0.6648
N -0.818 -1.023 -4.052 0.3208 -0.1417 1.0130
N -2.840 -0.828 -5.090 0.4787 -0.4012 0.1030
H -1.261 -0.806 -3.178 0.0089 0.1577 0.0119
H 0.184 -1.059 -4.076 -0.0347 -0.2350 -0.1713
H -3.309 -0.654 -5.958 -0.3329 -0.0667 0.2164
H -3.170 -0.515 -4.194 -0.7031 0.2177 -0.2278
C -0.313 -3.724 3.750 1.1493 -0.2772 1.3047
O 0.202 -4.350 4.682 -0.4194 0.4440 -0.5373
N -0.870 -4.334 2.674 -0.3800 -0.4544 -0.4280
N -0.293 -2.369 3.645 -0.2980 0.7679 -0.8354
H -1.136 -5.295 2.806 0.0275 0.0784 0.0093
H -1.482 -3.784 2.099 -0.1900 -0.0392 -0.0602
H -0.757 -1.943 2.843 0.2109 -0.0935 0.2951
H 0.075 -1.752 4.343 -0.0184 -0.3851 0.3884
C 3.929 0.183 2.444 -0.2709 1.2109 -0.2903
O 4.155 1.329 2.051 0.0718 -0.8416 0.2276
N 2.673 -0.269 2.681 -0.3361 -0.3959 0.0774
N 4.906 -0.744 2.678 -0.0006 0.5242 -0.3595
H 1.869 0.282 2.441 0.1465 0.1418 -0.0423
H 2.521 -1.211 2.989 -0.2545 -0.0853 0.0090
H 4.629 -1.619 3.074 0.4611 -0.1802 0.2920
H 5.815 -0.333 2.810 0.0710 -0.4513 0.0935
```
Forces are in eV/Å.

Results
**HOMO level**: -0.2860 Eh
**Total energy**: -64863.263 eV
**Orbital gap**: 9.781 eV
**Net charge**: -1

---

> What is the total energy in the third record?

-64863.263 eV

---

> Look up the total energy of the first one.

-74985.485 eV